No. 1
10
Properties=species:S:1:pos:R:3:mulliken_charge:R:1 method="wB97M-V/def2-TZVPD" charge=+3 spin_multiplicity=4 relative_energy_kj_mol=436.90 homo_ev="-25.50 / -25.49" s2=3.76
O 0.4701 -0.1361 -1.3211 -0.20
H -1.5770 -1.4051 0.4674 0.38
Co 3.6434 1.2861 1.4628 1.74
O 2.2377 0.6958 0.4774 -0.50
H -1.9745 0.5206 0.0912 0.38
C -1.3863 -0.4105 0.0306 -0.22
C -0.6568 -0.5381 -1.2137 0.45
O 0.1119 0.1299 1.0264 -0.28
C 1.1190 0.3261 0.3603 0.82
H -1.9875 -0.4689 -1.3812 0.43


No. 2
13
Properties=species:S:1:pos:R:3:mulliken_charge:R:1 method="wB97M-V/def2-TZVPD" relative_energy_kj_mol=540.16 homo_ev="-8.77 / -8.77"
C -1.2433 -2.3439 0.0295 -0.91
C 1.2798 2.4829 -0.1287 -0.44
H 1.3674 3.5453 -0.3103 0.27
H 2.1893 2.2877 0.7601 0.15
H -0.2479 -2.6063 -0.2460 0.29
H -1.2621 -2.7185 1.0390 0.29
H -2.0764 -0.2556 0.1190 0.36
C -0.0399 -0.2586 0.2413 -0.01
Br 1.6927 -0.6167 -0.1404 0.00
H 1.5500 1.8601 -1.0325 0.17
O 0.0561 2.0002 0.3291 -0.55
C -1.1792 -0.8386 -0.0108 0.10
H -2.0866 -2.5379 -0.6495 0.28


No. 3
7
Properties=species:S:1:pos:R:3:mulliken_charge:R:1 method="wB97M-V/def2-TZVPD" charge=-1 relative_energy_kj_mol=73.22 homo_ev=-3.73
S -1.0489 2.8769 0.0341 -0.52
H -0.2754 -0.1938 -0.3848 0.22
C 0.5460 0.3965 -0.3741 0.18
S 0.4738 1.9353 0.7940 0.28
O 0.1819 1.2581 2.2965 -0.67
F 0.7777 0.7735 -1.6295 -0.22
F 1.7280 -0.3118 -0.0605 -0.26


No. 4
11
Properties=species:S:1:pos:R:3:mulliken_charge:R:1 method="wB97M-V/def2-TZVPD" spin_multiplicity=3 homo_ev="-8.00 / -10.82" s2=2.01
H -0.8864 0.5512 0.0113 0.35
Cl 3.1206 3.0701 -0.4981 -0.19
F 0.5615 0.7984 -1.8783 -0.18
Cl 2.4604 0.8376 1.6772 -0.20
H -0.6337 -1.2233 0.7263 0.29
C 1.4128 0.5507 -0.9075 -0.26
P 1.6688 1.9392 0.1734 0.91
O 0.6022 2.7766 0.5973 -0.51
C -0.8627 -0.1104 0.8801 -0.52
Cl -0.7777 0.6817 2.3194 -0.08
H 2.1303 -0.0641 -1.3413 0.38


No. 5
6
Properties=species:S:1:pos:R:3:mulliken_charge:R:1 method="wB97M-V/def2-TZVPD" relative_energy_kj_mol=109.34 homo_ev="-8.73 / -8.70" smiles="O=C=C=C=C=O"
O 2.5170 1.0292 0.1195 -0.35
O -2.4390 0.4427 -0.1056 -0.35
C 0.6600 -0.5615 -0.3390 -0.42
C -1.7013 -0.4282 0.2157 0.45
C -0.5428 -0.8975 0.0897 -0.06
C 1.5060 0.4154 0.0196 0.73


No. 6
11
Properties=species:S:1:pos:R:3:mulliken_charge:R:1 method="wB97M-V/def2-TZVPD" relative_energy_kj_mol=0.00 homo_ev=-11.18 smiles=FC(F)(F)[C@](F)(Br)C(F)(F)Br
C -0.0549 1.1361 -0.5520 0.55
F -1.7143 -0.8338 0.9819 -0.22
F -0.1961 -1.0939 -1.3590 -0.22
F 0.0556 -2.1645 1.1369 -0.21
Br 2.2491 -0.6709 -0.2718 -0.03
C -0.3475 -0.8912 0.9640 0.68
F 0.2303 -0.1967 1.9622 -0.21
C 0.2357 -0.3378 -0.3626 0.11
F -1.4137 1.4228 -0.4075 -0.19
F 0.6398 1.9081 0.3236 -0.16
Br 0.3161 1.7219 -2.4157 -0.09


In order of appearance, M = 145.987, 151.003, 131.148, 199.376, 80.042, 309.829 g/mol.